# 1
C4H33NO13 | wB97M-V/def2-TZVPD

E_HOMO: -0.3296 Ha
charge: 0
LUMO level: -0.04 eV

The geometry in XYZ format:
```
51
Properties=species:S:1:pos:R:3:forces:R:3:lowdin_charge:R:1
O 3.14179 1.35861 0.08898 -0.3 0.3 -0.2 -0.0337
C 2.41315 2.21124 -0.40708 0.9 -1.9 -0.7 -0.2424
C 2.01381 2.29596 -1.88535 0.9 1.2 -1.2 -0.1672
C 0.65282 1.77829 -2.28637 -1.6 1.0 1.0 -0.2029
C -0.35189 2.09357 -1.15962 -1.2 -1.1 -1.4 -0.2819
N 0.13048 1.42039 0.07836 -1.8 2.6 1.2 0.0329
H 2.18014 3.01486 0.23822 -0.7 1.4 0.4 0.1000
H 2.03242 3.40311 -2.13603 -0.2 -1.0 0.5 0.1287
H 2.69002 1.85534 -2.65077 0.3 0.1 1.2 0.1111
H 0.51591 0.72067 -2.53260 0.7 0.1 0.1 0.0945
H 0.35954 2.36776 -3.15303 -0.1 -0.2 -0.3 0.1073
H -0.58012 3.17445 -1.03952 1.1 -0.5 0.6 0.1113
H -1.37093 1.82200 -1.58520 0.9 -0.5 0.9 0.1045
H -0.42496 1.87844 0.87451 1.2 -1.4 -1.4 0.0859
H 0.11672 0.40007 0.17831 -0.6 0.4 -0.5 0.0623
H 0.66122 -1.78941 -1.44238 0.0 0.2 0.4 -0.0016
H 1.43050 -1.83072 -2.70902 0.2 0.0 -0.3 0.0459
O 0.52476 -1.75743 -2.39607 0.0 -0.2 0.2 -0.0500
H -2.84114 2.18345 3.30683 -0.2 0.2 0.1 0.0513
H -1.36015 2.26032 3.02891 -0.2 0.6 0.0 -0.0216
O -2.18298 2.80334 2.97513 -0.3 -0.1 -0.2 -0.0747
H 1.63108 -4.29745 0.07718 -1.5 -0.6 -0.5 0.0340
H 0.37188 -4.21013 -0.81882 0.1 0.0 -0.1 0.0128
O 0.73351 -4.70688 -0.07731 1.4 0.6 0.5 -0.0691
H -3.59799 3.17342 -0.12791 -0.1 0.3 0.3 0.0511
H -2.76647 2.89524 1.21304 -0.1 0.3 0.0 0.0114
O -2.82764 2.75087 0.25024 0.2 -0.4 -0.1 -0.0683
H -3.17187 0.60288 0.34238 0.4 0.1 -0.1 0.0295
H -4.48683 0.84452 -0.28426 0.0 -0.4 -0.1 0.0551
O -3.86310 0.12162 -0.12560 -0.6 0.4 0.0 -0.0568
H 4.39624 0.52633 -1.73858 0.2 -0.3 -0.4 0.0305
H 3.21323 0.04471 -1.06182 0.8 -0.7 -1.0 0.0105
O 3.79086 -0.22038 -1.84298 -0.5 0.5 0.8 -0.1234
H -3.79557 -1.46696 0.69271 0.7 -0.3 0.2 0.0350
H -3.18078 -2.84020 0.32982 0.1 0.7 0.6 0.0696
O -3.16042 -2.14515 1.03412 -1.0 -0.7 -0.9 -0.0776
H -0.04423 -2.41277 1.05628 -0.8 -0.6 0.2 0.0145
H -1.64502 -1.85880 0.81306 1.1 -0.6 0.5 -0.0079
O -0.64400 -1.72804 0.75944 0.5 1.3 -0.7 -0.0986
H 0.65650 0.99178 3.29594 -0.2 0.4 -0.3 0.0756
H -0.62718 0.50755 3.87174 -0.3 0.0 -0.1 0.0859
O -0.30157 1.14021 3.21864 1.2 -1.1 0.6 -0.0338
H 3.56667 -2.81944 -0.91827 0.3 0.1 0.1 0.0613
H 2.99855 -2.52199 0.50179 0.4 -0.1 0.2 0.0423
O 2.86246 -2.38539 -0.43398 -0.9 -0.2 0.0 -0.0362
H 2.65651 -1.73637 3.70799 0.3 0.0 -0.4 0.0358
H 1.59222 -0.98355 2.80592 0.4 -0.3 -0.4 0.0137
O 1.80925 -1.29953 3.68305 -0.8 0.3 0.7 -0.0391
H -2.60763 -2.15543 -2.21960 0.6 0.3 0.0 0.0469
H -1.18249 -2.63176 -1.63880 -0.9 0.5 -0.5 -0.0048
O -2.12728 -2.84323 -1.75160 -0.1 -0.8 0.5 -0.0595
```
Forces are in eV/Å.



# 2
C4H5NOS2 | wB97M-V/def2-TZVPD

E_HOMO: -0.2905 Ha
charge: 0
SMILES string: S/N=C\C1=CSCO1
LUMO level: 0.29 eV

The geometry in XYZ format:
```
13
Properties=species:S:1:pos:R:3:forces:R:3:lowdin_charge:R:1
S -2.53242 -0.88191 -0.15054 0.1 1.0 0.2 0.7540
N -2.16879 0.82467 -0.00095 -0.1 -0.2 0.3 -0.3107
C -0.98928 1.33048 -0.00236 -0.8 0.3 -0.5 -0.2199
C 0.24037 0.59927 -0.15047 2.1 0.1 1.1 -0.4030
C 1.51982 1.07200 -0.13167 -0.4 -1.5 0.2 -0.2886
S 2.73126 -0.30796 -0.11852 -1.2 1.3 0.3 0.8704
C 1.32312 -1.45246 0.06593 -0.6 -1.3 -0.2 -0.4320
O 0.07283 -0.74649 -0.00892 1.0 0.2 -0.4 -0.2287
H -3.85839 -0.77658 0.12499 0.4 0.4 -0.2 -0.1478
H -0.83997 2.43896 0.08069 -0.6 -1.0 -0.1 0.1343
H 1.87101 2.07211 0.09637 -0.3 -0.1 -0.5 0.0735
H 1.31609 -2.10963 -0.82329 0.2 0.0 0.7 0.0882
H 1.31435 -2.06246 1.01874 0.2 0.8 -1.0 0.1102
```
Forces are in eV/Å.



# 3
C41H60F6N4O11PSr | wB97M-V/def2-TZVPD

E_HOMO (alpha / beta): -0.0882 / -0.0866 Ha
charge: -2
multiplicity: 2
<S²>: 0.7940
LUMO level (alpha / beta): 3.16 / 1.54 eV

The geometry in XYZ format:
```
124
Properties=species:S:1:pos:R:3:forces:R:3:lowdin_charge:R:1
Sr 1.70849 -1.70717 -0.08517 -0.1 0.7 0.7 1.5546
C 0.67880 -4.78430 -3.32077 -0.6 0.1 0.4 -0.0816
N -0.14915 -3.85524 -2.53100 0.3 -0.6 1.2 -0.2554
C -0.76777 -4.50402 -1.34420 1.3 0.2 -0.5 -0.0810
C -0.94423 -2.87921 -3.25077 -0.1 -0.6 -0.5 -0.1955
C -0.21801 -1.54669 -3.35033 1.4 0.3 -1.5 -0.2108
N -0.38721 -0.59275 -2.26816 -0.4 1.4 -0.1 -0.1088
C 0.30020 0.71467 -2.71969 -0.5 0.1 0.5 -0.1116
C 0.24882 1.88853 -1.78317 -0.6 1.2 0.7 -0.1448
C -0.24042 3.12220 -2.29261 0.1 -1.4 0.7 -0.0096
C -0.25895 4.30263 -1.55543 1.4 -1.3 1.1 -0.2213
C 0.40935 4.26660 -0.30424 -1.3 -0.3 -1.9 -0.0100
C 0.77784 3.08086 0.29453 -0.6 -0.9 -0.3 -0.0882
C 0.74048 1.78856 -0.44020 0.1 1.5 -0.6 -0.3105
O 1.21198 0.67850 -0.03037 -0.2 -0.3 0.8 -0.2201
C 1.07352 3.21069 1.75998 -0.1 0.3 0.7 -0.5433
C 2.20813 2.27007 2.15425 1.0 0.0 -0.1 -0.0515
C 1.43287 4.69215 2.06345 0.9 0.6 0.2 -0.0919
C -0.16263 2.87654 2.65747 0.0 -0.5 -1.1 -0.0385
C -0.88884 5.52590 -2.07022 0.9 1.7 -0.9 -0.5543
C -0.35911 5.67740 -3.52560 -0.8 0.1 0.3 -0.0626
C -2.38915 5.43011 -2.15832 -1.3 -0.4 -0.1 -0.0535
C -0.52891 6.83851 -1.28270 0.6 -0.2 -0.7 -0.0621
C -1.81235 -0.34227 -1.96263 0.6 0.9 -1.3 -0.1224
C -2.40771 -0.59242 -0.61362 1.2 -0.5 -1.0 -0.0690
C -3.71319 -0.25832 -0.62393 -2.2 -0.1 1.7 -0.0176
C -4.44440 0.02919 0.54800 2.0 -0.9 0.3 -0.1234
C -3.80285 -0.37400 1.76277 -1.0 -0.2 -0.1 0.0373
C -2.65350 -1.13912 1.74342 -1.1 -0.6 1.2 -0.0362
C -1.83656 -1.18672 0.54767 1.4 0.8 1.3 -0.2700
O -0.64828 -1.59445 0.68017 -1.1 -0.2 -0.7 -0.0675
C -2.27222 -1.97730 2.99641 0.3 0.9 -1.1 -0.5486
C -1.76288 -3.38575 2.70763 1.6 -0.9 0.5 -0.0266
C -3.46599 -2.12641 3.88409 -0.8 2.5 0.1 -0.0953
C -1.26419 -1.19061 3.80348 1.1 -0.1 1.0 -0.0409
C -5.75751 0.73200 0.48576 -0.7 0.1 1.0 -0.5494
C -6.95886 -0.16838 0.89365 0.8 -0.3 -0.6 -0.0397
C -5.77402 1.90806 1.50437 0.2 2.3 0.1 -0.0606
C -5.96045 1.19518 -0.95532 0.0 1.1 1.1 -0.0565
H 0.15605 -5.71918 -3.69013 0.0 0.9 0.2 0.0879
H 1.46003 -5.13566 -2.64688 0.2 0.0 -0.2 0.0627
H 1.13393 -4.24955 -4.16124 -0.1 -0.2 0.2 0.0610
H -1.45771 -5.24262 -1.70337 -1.2 -0.5 0.1 0.0615
H -1.19208 -3.78750 -0.61626 0.0 -0.3 -0.7 0.0689
H -0.00293 -5.08795 -0.79491 -0.1 0.5 -0.3 0.0749
H -1.97460 -2.83280 -2.86019 0.4 0.3 0.5 0.1094
H -1.18700 -3.22024 -4.27782 0.6 0.0 0.1 0.1210
H -0.38861 -1.08827 -4.35165 -0.7 0.1 0.3 0.1222
H 0.89389 -1.69060 -3.48699 -1.0 -0.4 0.5 0.1117
H -0.16650 1.14773 -3.64542 0.3 -1.1 0.2 0.1198
H 1.36193 0.53171 -2.89780 -0.2 -0.6 -0.2 0.1148
H -0.58688 3.02984 -3.31754 -0.3 0.5 0.0 0.0981
H 0.60987 5.23095 0.14377 -0.4 -0.5 0.1 0.0591
H 2.96138 2.18630 1.31413 -0.5 0.3 1.2 0.1091
H 1.83599 1.24706 2.29126 0.1 0.3 0.0 0.0757
H 2.65426 2.63451 3.10938 0.0 -0.4 -0.7 0.0854
H 2.19384 5.06396 1.31195 -0.5 -0.4 1.0 0.1007
H 1.89721 4.72841 3.08280 -0.5 0.2 -0.7 0.0820
H 0.57510 5.43268 1.98241 0.9 -1.1 0.5 0.0829
H -0.49035 1.84335 2.48715 0.0 0.1 -0.2 0.0719
H -1.00539 3.54938 2.47937 0.1 0.0 -0.1 0.0744
H 0.09612 2.89948 3.69920 0.3 0.3 0.7 0.0652
H -0.89379 5.03668 -4.24144 0.3 0.0 0.3 0.0733
H 0.68880 5.46227 -3.56536 0.6 0.0 -0.1 0.0832
H -0.56308 6.68586 -3.80662 0.0 0.9 -0.6 0.0602
H -2.58938 5.20686 -3.20652 -0.7 0.2 0.1 0.0674
H -2.92475 6.32928 -1.82688 0.2 0.0 -0.3 0.0748
H -2.83590 4.60426 -1.59992 0.3 0.0 0.2 0.0800
H 0.57127 7.01180 -1.28272 -0.6 -0.2 0.2 0.0928
H -0.89599 6.79676 -0.25984 0.1 -0.1 0.2 0.0719
H -0.98348 7.73623 -1.75112 0.1 -0.6 0.0 0.0759
H -2.50844 -0.84099 -2.64819 0.4 -0.5 -0.3 0.1157
H -2.10292 0.70774 -2.25144 0.8 -0.5 0.6 0.1455
H -4.25220 -0.36918 -1.53245 0.0 0.9 -0.9 0.1055
H -4.39626 -0.25091 2.69249 0.7 -0.1 -0.7 0.1120
H -1.97496 -3.84743 1.74717 -0.5 0.2 -0.1 0.0748
H -2.16907 -3.99440 3.52832 0.1 -0.3 -0.5 0.0773
H -0.65746 -3.51207 2.81153 -0.6 0.6 -0.2 0.0960
H -4.30459 -2.48901 3.31680 -0.7 0.1 -0.1 0.0899
H -3.61403 -1.11147 4.36262 -0.7 -1.1 -0.6 0.0954
H -3.32028 -2.76608 4.69799 0.6 -1.2 1.1 0.0613
H -0.35756 -0.93409 3.22886 -0.4 0.1 0.3 0.0840
H -0.93077 -1.89012 4.60648 0.0 0.6 -0.3 0.1046
H -1.75084 -0.31114 4.29424 0.6 -0.5 -0.6 0.0932
H -6.92903 -0.39074 1.94846 0.0 0.1 0.4 0.0709
H -6.87400 -1.13329 0.38645 -0.3 0.1 -0.2 0.0883
H -7.88938 0.34435 0.64320 0.0 -0.2 0.0 0.0792
H -5.72752 1.70872 2.60358 -0.1 -0.7 -1.0 0.0786
H -6.73132 2.54315 1.39415 1.4 -0.9 -0.1 0.1009
H -4.87686 2.60133 1.36691 -1.2 -0.8 -0.2 0.1055
H -5.96211 0.37110 -1.61375 -0.2 -0.9 -0.7 0.0615
H -5.16948 1.88040 -1.27992 -0.3 0.0 0.1 0.1032
H -6.93503 1.64002 -0.99221 -0.5 0.6 -0.3 0.0751
O 2.58200 -4.42625 2.55743 0.1 1.3 0.0 -0.0503
C 2.72244 -3.17109 2.70916 -0.1 0.4 0.2 -0.6353
O 1.87018 -2.25133 2.54555 -0.6 -1.0 -0.6 -0.1024
C 4.07853 -2.58886 3.02941 1.3 -0.3 0.0 -0.0281
C 4.92403 -3.11949 4.00544 0.0 1.7 -1.6 0.0738
C 6.26695 -2.63705 4.04747 0.0 0.9 0.5 -0.2061
C 6.73288 -1.46693 3.42546 -0.6 -0.7 -0.6 0.0564
C 5.87744 -0.93559 2.52558 -2.5 0.6 -0.4 -0.0937
C 4.55543 -1.49533 2.11422 1.4 -0.5 2.1 -0.2809
O 3.99286 -1.05877 1.10475 -0.6 -0.3 -0.6 -0.0693
N 6.32029 0.24291 1.78989 0.6 -0.1 -0.1 -0.3242
O 5.69854 1.31801 1.77376 1.5 -2.1 -0.2 0.0743
O 7.41183 -0.03195 1.25641 -0.9 2.0 -0.3 0.0397
N 7.23249 -3.37952 4.69652 -1.6 -3.1 1.2 -0.3763
O 6.79125 -4.48577 5.18607 1.7 1.7 -0.3 -0.0454
O 8.40285 -3.04793 4.71144 0.5 0.0 0.4 0.0188
H 4.60143 -3.80656 4.77587 0.0 -0.4 -0.6 0.1228
H 7.74306 -1.06699 3.53868 -0.5 -0.4 0.1 0.1352
O 3.32637 -0.91413 -1.79750 0.4 -0.4 -0.2 -0.1630
H 4.17805 -1.26106 -1.48668 -0.1 0.3 -0.1 0.0607
H 3.31214 -1.10616 -2.75141 0.0 0.1 0.0 0.0073
O 2.26724 -4.37703 -0.10521 -0.5 0.7 0.4 -0.1298
H 2.59480 -4.55642 0.82075 -0.1 -0.2 -0.3 0.0271
H 2.83328 -4.71858 -0.79008 0.5 -0.3 0.0 0.0370
F 3.58351 -3.00822 -3.77837 -0.2 0.2 -1.2 -0.1989
P 3.64717 -2.32508 -5.30578 -2.9 1.5 0.6 0.2651
F 3.03696 -0.83410 -4.64630 0.3 -1.6 -0.3 -0.2408
F 5.06719 -1.78255 -4.94475 1.3 0.0 -0.2 -0.1232
F 2.01740 -2.76719 -5.51108 1.9 0.2 -0.1 -0.2205
F 3.66187 -1.59588 -6.75964 -0.2 -0.4 0.6 -0.1710
F 4.19119 -3.66518 -5.97781 -0.3 -0.1 0.5 -0.1391
```
Forces are in eV/Å.



# 4
C6H14N3 | wB97M-V/def2-TZVPD

E_HOMO: -0.4520 Ha
charge: +1
LUMO level: -2.66 eV

The geometry in XYZ format:
```
23
Properties=species:S:1:pos:R:3:forces:R:3:lowdin_charge:R:1
C -0.86596 1.60521 0.13062 0.5 -0.7 -0.3 -0.0199
C 0.47125 1.60430 0.02397 -0.7 0.3 1.0 -0.0447
C -0.33296 -0.59202 -0.30127 -1.3 -0.3 -4.1 -0.2974
C -2.78697 -0.03768 -0.14048 2.0 -1.0 3.2 0.0313
C 1.55905 -0.22617 1.30409 1.3 0.5 -0.8 0.0340
C 1.96691 0.23885 -1.06960 -2.9 -0.1 -1.4 0.0064
N -1.35264 0.34030 0.06215 -1.1 -0.4 1.7 -0.1555
N -0.52166 -1.92975 0.23509 2.7 1.9 -2.3 0.1167
N 0.95668 0.22090 0.02483 -0.4 -0.4 -2.0 -0.2684
H -1.63540 2.33334 0.26025 0.3 1.0 -0.1 0.1423
H 1.28460 2.27273 -0.09487 -0.1 1.1 0.3 0.1217
H -0.39911 -0.54790 -1.65600 0.8 -0.6 3.6 0.2418
H -3.54196 0.57046 0.42189 1.1 -0.7 0.1 0.1203
H -2.97131 0.14259 -1.12176 -0.9 -0.2 -3.2 0.0514
H -2.67500 -1.12774 0.15525 -1.6 1.4 -0.7 0.1033
H 1.95504 -1.26568 1.25392 0.5 1.0 -0.5 0.1165
H 2.31828 0.60666 1.50526 -1.2 -1.6 0.7 0.1519
H 0.70126 -0.40861 1.89006 -0.6 0.8 1.7 0.0873
H 2.82834 0.63493 -0.76076 3.3 1.6 1.7 0.0676
H 2.12199 -0.72434 -1.33332 0.8 -3.2 -0.9 0.0746
H 1.72277 0.76897 -1.99759 -0.8 0.0 0.6 0.1315
H 0.36215 -2.46531 0.23887 -1.3 0.1 0.2 0.1149
H -1.16536 -2.01405 0.96939 -0.4 -0.2 1.4 0.0724
```
Forces are in eV/Å.